Entry 1:
76
Properties=species:S:1:pos:R:3:mulliken_charge:R:1 method="wB97M-V/def2-TZVPD" spin_multiplicity=2 mol_weight_g_mol=870.6 charge=+1 lumo_energy_ev="-5.7534 / -6.0514"
Ru -0.508 0.698 1.108 0.25
Br 5.145 -3.090 4.082 -0.15
S -1.696 2.600 1.115 -0.10
F -4.205 -5.835 -2.002 -0.29
F -2.322 -0.800 -1.320 -0.45
F -5.054 -4.430 0.028 -0.31
F -1.452 -2.196 -3.356 -0.32
O 0.770 -0.635 0.023 -0.93
O 1.132 1.735 0.671 -0.77
O 0.789 -0.450 2.159 -1.11
O -0.820 -2.848 0.682 -0.47
N 0.634 3.996 0.410 -0.15
N -2.773 -7.385 -4.154 -0.42
N -1.344 5.080 0.304 0.01
N -2.186 -0.338 1.573 -0.40
N -6.211 -2.254 1.931 -0.41
N -0.407 -4.090 -5.440 -0.43
C 1.443 2.959 0.481 0.39
C 5.062 -2.949 1.251 -0.33
C -0.601 6.256 -0.217 -0.66
C -1.220 -4.408 -4.692 -0.04
C -2.765 -2.040 -1.482 0.58
C 4.510 -2.599 0.023 -0.86
C -0.271 6.153 -1.699 -1.02
C 3.343 4.497 -0.021 -0.28
C -3.699 -2.562 -0.544 0.56
C 3.296 -1.936 -0.032 -0.57
C -0.544 -5.174 1.083 -1.56
C 4.392 -2.626 2.421 -0.33
C -0.929 -3.468 2.978 -1.07
C -0.759 -3.746 1.501 0.94
C -5.233 -2.087 1.347 -0.20
C 5.158 2.409 0.268 -0.76
C -3.031 -1.006 1.192 0.37
C 4.698 4.729 -0.189 -0.76
C 3.182 -1.960 2.388 -0.23
C -2.751 -4.108 -2.765 0.22
C -3.513 4.702 -0.906 -0.81
C -3.742 -4.607 -1.853 0.34
C 2.639 -1.620 1.151 -0.19
C -2.319 -2.757 -2.535 0.36
C -4.192 -3.878 -0.810 0.00
C -2.564 -6.269 -3.967 -0.14
C 3.803 2.172 0.435 -0.07
C 1.368 -0.889 1.095 3.26
C 5.604 3.688 -0.042 -0.39
C -2.821 5.197 0.357 -0.91
C -0.681 3.958 0.558 0.58
C -2.218 -4.888 -3.775 0.98
C -4.022 -1.880 0.623 0.21
C 2.890 3.218 0.297 0.31
H -1.223 7.124 -0.016 0.41
H -3.039 6.249 0.520 0.38
H 2.668 -1.695 3.303 0.55
H -3.203 3.684 -1.147 0.20
H 2.855 -1.652 -0.978 0.50
H 6.010 -3.467 1.300 0.46
H -3.294 5.341 -1.761 0.29
H -1.968 -3.181 3.162 0.27
H -0.693 -4.333 3.594 0.43
H 0.336 5.269 -1.895 0.27
H 6.664 3.874 -0.165 0.40
H 5.049 5.723 -0.437 0.42
H -0.417 -5.245 0.004 0.30
H -3.181 4.650 1.221 0.54
H 0.295 7.034 -2.008 0.35
H 5.865 1.597 0.380 0.45
H 5.033 -2.852 -0.890 0.46
H -1.404 -5.774 1.397 0.39
H -1.174 6.101 -2.310 0.32
H 2.626 5.298 -0.140 0.34
H 3.446 1.181 0.674 0.33
H -4.593 4.699 -0.750 0.38
H 0.333 -5.585 1.588 0.46
H -0.307 -2.619 3.260 0.22
H 0.314 6.341 0.361 0.41

---

Entry 2:
12
Properties=species:S:1:pos:R:3:mulliken_charge:R:1 method="wB97M-V/def2-TZVPD" mol_weight_g_mol=78.1 lumo_energy_ev="-0.9977 / -1.0009"
C 0.511 0.070 -0.877 -0.19
C -1.153 1.125 0.511 -0.51
C 1.365 -1.838 0.336 -0.67
C 0.995 -1.198 -0.895 -0.11
C -2.346 1.254 0.610 0.20
C 0.292 0.919 0.339 -0.61
H -3.401 1.376 0.717 0.39
H 1.003 -1.681 -1.876 0.33
H 0.724 0.422 1.213 0.39
H 0.183 0.512 -1.818 0.33
H 1.497 -2.916 0.101 0.19
H 0.781 1.890 0.186 0.26